--- one ---
2 unconnected molecules or ions with the total composition H4O2, computed with ωB97M-V/def2-TZVPD.

Computed properties:
* HOMO level: -11.3 eV
* HOMO-LUMO gap: 11.9 eV
* SMILES: O.O

Geometry as ORCA input:
```
! RIJCOSX wB97M-V def2-TZVPD def2/J DEFGRID3
* xyz 0 1
H -0.267 -1.461 0.817
H -1.245 -0.566 1.394
H 0.638 0.976 -1.705
H 0.723 0.979 -0.106
O -1.118 -1.031 0.557
O 1.269 1.103 -0.957
*
```

Mulliken analysis output, partial charges in e:
1. H 0.331
2. H 0.320
3. H 0.328
4. H 0.328
5. O -0.654
6. O -0.653

--- two ---
2 unconnected molecules or ions with the total composition H4O2, computed with ωB97M-V/def2-TZVPD.

Computed properties:
* HOMO level: -10.8 eV
* HOMO-LUMO gap: 11.5 eV
* SMILES: O.O

Geometry as ORCA input:
```
! RIJCOSX wB97M-V def2-TZVPD def2/J DEFGRID3
* xyz 0 1
H 1.140 1.238 -1.284
H 0.685 0.222 -0.221
H -1.184 -0.106 1.496
H -0.859 -1.348 0.479
O 1.142 0.308 -1.055
O -0.924 -0.314 0.585
*
```

Mulliken analysis output, partial charges in e:
1. H 0.305
2. H 0.369
3. H 0.332
4. H 0.348
5. O -0.647
6. O -0.706

Most stable: two

--- one ---
A single C4H11NS molecule, computed with ωB97M-V/def2-TZVPD.

Computed properties:
* HOMO level: -8.5 eV
* HOMO-LUMO gap: 9.5 eV
* SMILES: CCSCNC

Geometry as ORCA input:
```
! RIJCOSX wB97M-V def2-TZVPD def2/J DEFGRID3
* xyz 0 1
C 1.596 -1.848 -1.506
C 0.695 -0.734 -1.001
S 0.717 -1.127 0.921
H 2.413 -1.820 -0.876
H 2.012 -1.837 -2.593
H 0.981 -2.825 -1.380
H -0.383 -0.953 -1.251
H 0.999 0.277 -1.472
C -0.820 2.247 0.774
C -0.914 -0.078 1.544
N -1.420 0.912 0.609
H -1.460 3.024 0.520
H 0.119 2.321 0.104
H -0.479 2.251 1.796
H -0.679 0.353 2.491
H -1.761 -0.772 1.625
H -1.615 0.612 -0.304
*
```

Results of the Mulliken charge analysis, in e, for atoms 1 through 6:
1. C -1.064
2. C -0.275
3. S -0.169
4. H 0.317
5. H 0.299
6. H 0.249

--- two ---
A single C4H11NS molecule, computed with ωB97M-V/def2-TZVPD.

Computed properties:
* HOMO level: -9.2 eV
* HOMO-LUMO gap: 10.0 eV
* SMILES: CC(C)(N)CS

Geometry as ORCA input:
```
! RIJCOSX wB97M-V def2-TZVPD def2/J DEFGRID3
* xyz 0 1
C 0.398 -0.615 1.261
C 0.218 -0.010 -0.107
C 0.362 1.511 -0.015
C -1.092 -0.558 -0.748
H 1.404 -0.328 1.567
H -0.370 -0.225 1.960
H 0.432 -1.669 1.192
H 1.277 1.694 0.616
H -0.450 1.986 0.413
H 0.519 1.969 -1.007
H 1.265 -0.271 -1.836
H 2.246 -0.222 -0.636
H -1.061 -1.646 -0.703
H -0.859 -0.309 -1.767
H -2.909 -0.787 0.848
N 1.304 -0.617 -0.909
S -2.685 0.096 -0.129
*
```

Results of the Mulliken charge analysis, in e, for atoms 1 through 6:
1. C -1.757
2. C 1.569
3. C -1.540
4. C -1.142
5. H 0.429
6. H 0.367

--- three ---
2 unconnected molecules or ions with the total composition C4H11NS, computed with ωB97M-V/def2-TZVPD.

Computed properties:
* HOMO level: -6.7 eV
* HOMO-LUMO gap: 5.3 eV

Geometry as ORCA input:
```
! RIJCOSX wB97M-V def2-TZVPD def2/J DEFGRID3
* xyz 0 1
C 0.484 1.025 1.352
C 0.077 -0.694 1.056
C 0.098 0.254 -0.019
S -0.763 -3.102 -0.939
C -1.066 -1.662 -1.969
N 1.175 2.438 0.873
H -0.466 1.234 1.824
H 1.095 0.830 2.254
H 0.932 -1.355 1.047
H -0.946 -1.020 1.361
H -0.743 0.811 -0.413
H 0.842 0.174 -0.817
H -0.121 -1.217 -2.249
H -1.551 -0.871 -1.410
H -1.681 -1.973 -2.801
H 0.507 2.861 0.251
H 2.127 2.267 0.599
*
```

Results of the Mulliken charge analysis, in e, for atoms 1 through 6:
1. C -0.640
2. C -0.553
3. C -0.437
4. S -0.434
5. C -0.621
6. N -0.559

--- four ---
A single C4H11NS molecule, computed with ωB97M-V/def2-TZVPD.

Computed properties:
* HOMO level: -8.9 eV
* HOMO-LUMO gap: 9.9 eV
* SMILES: CN[C@H](C)CS

Geometry as ORCA input:
```
! RIJCOSX wB97M-V def2-TZVPD def2/J DEFGRID3
* xyz 0 1
C 0.896 1.664 1.170
N 0.579 1.130 -0.168
C 0.120 -0.262 -0.205
C -1.209 -0.342 0.555
S -1.979 -1.997 0.568
C 0.184 -0.915 -1.562
H 0.412 1.113 1.968
H 1.973 1.786 1.297
H 0.505 2.683 1.244
H 1.459 1.188 -0.664
H 0.832 -0.833 0.407
H -0.981 -0.303 1.621
H -1.884 0.472 0.309
H -1.746 -2.317 -0.701
H 0.218 -1.998 -1.561
H -0.518 -0.448 -2.259
H 1.141 -0.620 -2.021
*
```

Results of the Mulliken charge analysis, in e, for atoms 1 through 6:
1. C -0.827
2. N -0.476
3. C 0.763
4. C -0.794
5. S -0.241
6. C -1.679

Most stable: two

--- one ---
A single C4H11NS molecule, computed with ωB97M-V/def2-TZVPD.

Computed properties:
* HOMO level: -8.5 eV
* HOMO-LUMO gap: 9.4 eV
* SMILES: CCSCNC

Geometry as ORCA input:
```
! RIJCOSX wB97M-V def2-TZVPD def2/J DEFGRID3
* xyz 0 1
C -1.603 1.807 -1.668
C -0.383 1.095 -1.129
S -0.871 0.169 0.414
H -1.425 2.577 -2.417
H -2.316 1.072 -2.045
H -2.120 2.333 -0.862
H 0.125 0.376 -1.766
H 0.390 1.798 -0.814
C 1.449 -1.964 -0.091
C 0.774 0.044 1.256
N 1.439 -1.239 1.145
H 0.448 -2.255 -0.442
H 1.951 -1.393 -0.864
H 1.952 -2.919 0.059
H 1.295 0.907 0.849
H 0.574 0.234 2.308
H 1.053 -1.755 1.922
*
```

Results of the Mulliken charge analysis, in e, for atoms 1 through 6:
1. C -1.223
2. C -0.294
3. S -0.133
4. H 0.357
5. H 0.315
6. H 0.324

--- two ---
2 unconnected molecules or ions with the total composition C4H11NS, computed with ωB97M-V/def2-TZVPD.

Computed properties:
* HOMO level: -9.6 eV
* HOMO-LUMO gap: 6.2 eV

Geometry as ORCA input:
```
! RIJCOSX wB97M-V def2-TZVPD def2/J DEFGRID3
* xyz 0 1
C 1.064 -0.186 1.387
C 0.177 0.355 0.232
C 0.460 -0.501 -0.997
C -0.363 -0.127 -2.249
S -1.293 1.229 3.289
N -1.272 0.237 0.485
H 0.777 0.464 2.210
H 0.786 -1.213 1.633
H 2.217 -0.012 1.252
H 0.430 1.550 0.159
H 0.241 -1.474 -0.555
H 1.613 -0.415 -1.197
H 0.075 0.332 -3.221
H -1.253 0.582 -1.827
H -0.867 -0.986 -2.663
H -1.521 -0.715 0.751
H -1.271 0.878 1.311
*
```

Results of the Mulliken charge analysis, in e, for atoms 1 through 6:
1. C -0.984
2. C 0.063
3. C -0.428
4. C -0.957
5. S -0.162
6. N -0.425

Most stable: one

--- one ---
2 unconnected molecules or ions with the total composition C4H11NS, computed with ωB97M-V/def2-TZVPD.

Computed properties:
* HOMO level: -8.1 eV
* HOMO-LUMO gap: 9.0 eV
* SMILES: C=CN.CCS

Geometry as ORCA input:
```
! RIJCOSX wB97M-V def2-TZVPD def2/J DEFGRID3
* xyz 0 1
C -0.838 -3.569 -0.877
C -0.057 -2.522 -0.064
S 0.063 -0.904 -0.960
H -1.703 -3.095 -1.338
H -0.224 -4.020 -1.649
H -1.228 -4.298 -0.165
H -0.571 -2.200 0.838
H 0.935 -2.887 0.182
C 0.741 3.294 0.652
C -0.361 4.022 0.439
N 0.748 1.903 0.787
H 1.702 3.739 0.864
H -0.197 5.071 0.239
H -1.336 3.563 0.462
H -0.143 1.443 0.774
H 1.141 -1.101 -1.724
H 1.328 1.560 1.541
*
```

Results of the Mulliken charge analysis, in e, for atoms 1 through 6:
1. C -0.914
2. C -0.456
3. S -0.257
4. H 0.301
5. H 0.282
6. H 0.311

--- two ---
2 unconnected molecules or ions with the total composition C4H11NS, computed with ωB97M-V/def2-TZVPD.

Computed properties:
* HOMO level: -7.0 eV
* HOMO-LUMO gap: 3.3 eV

Geometry as ORCA input:
```
! RIJCOSX wB97M-V def2-TZVPD def2/J DEFGRID3
* xyz 0 1
C -0.553 1.294 -0.879
N -1.789 2.013 -0.653
C -2.620 0.939 -0.140
C 2.268 -3.009 0.507
S 1.669 -1.297 0.318
C 0.532 1.616 0.136
H -0.080 1.546 -1.781
H -0.565 0.136 -0.786
H -3.428 1.373 0.369
H -2.928 -0.008 -0.718
H -2.043 0.268 0.704
H 1.742 -3.438 1.394
H 2.269 -3.694 -0.373
H 3.335 -2.808 0.785
H 0.215 0.917 1.019
H 0.455 2.686 0.351
H 1.521 1.467 -0.252
*
```

Results of the Mulliken charge analysis, in e, for atoms 1 through 6:
1. C -0.129
2. N -0.306
3. C -0.691
4. C -0.718
5. S -0.238
6. C -1.116

Most stable: one

--- one ---
5 unconnected molecules or ions with the total composition CH12O4S2, computed with ωB97M-V/def2-TZVPD.

Computed properties:
* HOMO level: -9.4 eV
* HOMO-LUMO gap: 9.1 eV
* SMILES: CSS.O.O.O.O

Geometry as ORCA input:
```
! RIJCOSX wB97M-V def2-TZVPD def2/J DEFGRID3
* xyz 0 1
C -3.064 1.745 0.267
S -2.091 1.071 -1.142
S -0.457 2.569 -1.403
H -3.512 0.897 0.812
H -3.716 2.483 -0.076
H -2.412 2.137 1.117
H 0.735 2.366 -0.790
H -0.273 -2.099 -1.525
H 0.383 -2.622 -0.222
O 0.558 -2.123 -1.019
H 1.386 -3.253 4.275
H 1.448 -2.538 2.884
O 1.036 -3.283 3.317
H 2.650 -1.450 1.086
H 3.348 -2.962 1.118
O 3.101 -2.192 1.535
H 1.943 -0.739 -0.523
H 2.855 0.402 -0.159
O 2.093 -0.067 0.057
*
```

Results of the Mulliken charge analysis, in e, for atoms 1 through 6:
1. C -0.779
2. S -0.046
3. S -0.213
4. H 0.285
5. H 0.319
6. H 0.294

--- two ---
5 unconnected molecules or ions with the total composition CH12O4S2, computed with ωB97M-V/def2-TZVPD.

Computed properties:
* HOMO level: -8.7 eV
* HOMO-LUMO gap: 8.8 eV
* SMILES: CSS.O.O.O.O

Geometry as ORCA input:
```
! RIJCOSX wB97M-V def2-TZVPD def2/J DEFGRID3
* xyz 0 1
C -2.093 0.874 0.697
S -2.425 0.299 -0.989
S -1.666 -1.660 -1.204
H -1.721 1.908 0.706
H -3.060 1.005 1.182
H -1.380 0.296 1.275
H -0.645 -1.376 -0.356
H 1.288 -2.109 -2.999
H 1.003 -2.493 -1.531
O 1.613 -2.666 -2.259
H 0.287 0.954 -1.722
H 1.341 1.800 -2.397
O 1.220 0.969 -1.894
H 0.636 1.940 1.807
H 1.910 2.173 1.214
O 1.547 1.809 2.033
H 0.552 -2.010 2.014
H 0.953 -0.642 2.624
O 0.640 -1.070 1.800
*
```

Results of the Mulliken charge analysis, in e, for atoms 1 through 6:
1. C -0.581
2. S -0.141
3. S -0.109
4. H 0.223
5. H 0.328
6. H 0.168

Most stable: two